1.
The following is a DFT calculation (ωB97M-V/def2-TZVPD) of a cluster of 8 separate species, C39H80N2O10 in total.

E ... -65180.496 eV
SMILES string ... CC[C@H](NCc1ccccc1)[C@H](CC)O[C@@H](CCCCCCCCOC(C)=O)CCCCn1cccc1.CO.CO.CO.CO.CO.CO.CO
Maximum force ... 6.0 eV Å⁻¹

Atoms and positions in Å:
C  -6.598  -0.266  0.875
O  6.010  3.124  -2.474
H  9.456  -4.319  1.683
H  -3.450  0.488  -3.068
H  -1.527  2.010  1.367
H  -0.449  4.952  1.955
H  3.385  -3.198  6.584
C  -6.474  5.708  -2.432
C  0.149  4.328  -0.890
H  1.452  -1.238  -0.635
H  -7.238  2.728  -0.201
H  -1.154  -2.580  0.901
H  -0.969  -0.797  -3.618
H  8.691  -2.745  1.356
H  2.851  3.337  -2.795
C  -1.277  6.521  -0.194
C  -0.866  -3.338  3.044
H  -6.516  1.587  -2.837
H  1.214  -2.537  3.676
H  3.432  1.265  2.695
O  0.870  -7.941  0.856
H  6.877  -0.934  -1.739
H  -5.791  5.032  -2.947
H  -2.108  -4.263  -0.603
H  -5.931  6.605  -2.124
H  -5.238  3.314  -0.863
C  -3.586  1.737  -0.890
C  6.723  -1.726  4.699
H  5.885  1.703  -3.960
H  -2.254  6.025  0.143
H  0.029  6.343  -2.049
C  -0.115  -3.949  -1.771
H  2.943  -4.829  4.302
C  -1.036  3.329  -0.351
H  -4.677  2.924  -2.571
H  -0.264  -3.141  -3.839
H  3.414  3.467  1.024
H  4.980  -2.488  5.091
C  -2.335  1.995  -1.864
C  -0.828  3.922  2.274
H  0.645  -7.002  0.855
H  -1.930  3.946  2.595
C  -8.958  -0.908  1.448
H  -2.036  1.232  -4.016
C  -0.631  5.658  -1.415
H  -2.606  -2.616  -4.062
C  5.976  2.787  -3.850
C  -6.130  1.434  -1.759
C  -7.453  -1.264  1.692
H  -0.801  -8.383  -0.266
H  -0.216  3.627  3.204
H  2.784  4.500  -1.283
H  7.612  -1.426  5.255
H  -3.124  -3.759  -2.708
H  3.796  -5.313  5.788
H  -0.816  -5.503  -0.180
H  -9.870  0.860  0.068
C  0.108  -2.509  3.992
H  0.287  2.203  1.183
O  8.147  0.678  -1.958
C  3.001  2.462  0.686
H  0.495  -3.001  -1.602
O  9.600  -2.912  3.186
C  -0.694  2.785  1.146
H  1.445  0.836  -2.247
H  -0.121  -9.728  0.683
O  -6.996  5.047  -1.289
H  -7.596  5.665  -0.852
C  -2.354  0.835  -2.981
H  10.465  -2.888  1.312
H  -5.727  0.369  -1.683
C  -2.282  -1.702  -2.041
H  -3.810  0.630  -0.703
H  0.864  4.641  -0.052
H  0.784  4.486  -2.844
H  2.052  -4.914  5.842
H  -9.863  -1.441  1.900
C  -0.937  -3.775  -3.140
C  -2.325  -2.978  -3.006
H  0.099  -2.879  5.087
C  7.839  -0.688  -2.197
H  -0.177  -1.391  4.060
H  -7.290  5.979  -3.106
H  0.658  -4.790  -1.965
C  -0.495  -3.498  0.744
O  -1.064  2.158  -1.196
H  -8.301  1.799  -1.391
H  2.393  -1.103  1.833
H  -3.476  2.218  0.153
H  5.113  3.270  -4.310
H  7.779  -0.852  -3.273
C  -8.975  0.295  0.476
C  2.420  2.359  -0.755
C  -4.897  2.456  -1.549
H  -1.063  -4.781  -3.696
H  6.992  -2.504  3.981
C  2.329  3.578  -1.794
O  5.757  -2.229  5.611
C  -7.356  1.727  -0.745
H  10.371  -3.358  3.558
C  2.432  -0.172  1.182
H  8.194  0.796  -1.000
H  -7.007  -2.099  2.338
H  6.889  3.138  -4.336
H  -1.535  5.258  -2.016
N  -7.574  0.572  0.208
C  9.554  -3.237  1.804
H  -0.527  6.670  0.665
C  -0.341  -8.660  0.686
H  -0.603  -0.238  -1.890
O  -0.441  -4.232  2.006
H  -1.933  -1.913  -0.976
H  -2.028  3.888  -0.268
H  -1.021  -8.433  1.511
H  0.578  -3.106  0.552
H  6.315  -0.857  4.174
H  6.784  2.683  -2.092
H  -3.378  -1.335  -1.945
H  -5.473  -0.150  0.765
C  -1.450  -0.444  -2.626
C  1.884  -0.254  -0.266
N  0.856  3.769  -2.094
H  8.624  -1.321  -1.777
H  -1.532  7.560  -0.593
C  -0.984  -4.423  -0.507
H  -2.532  2.984  -2.434
C  3.006  1.209  1.634
O  -2.106  -3.224  3.261
C  3.012  -4.672  5.379
C  1.885  0.974  -1.206
O  3.330  -3.309  5.626


2.
The following is a DFT calculation (ωB97M-V/def2-TZVPD) of a cluster of 6 separate species, C39H82BO15S in total.

E ... -83998.961 eV
Maximum force ... 0.8 eV Å⁻¹
Net charge ... -1

Atoms and positions in Å:
H  6.389  -5.800  1.391
O  5.678  -10.272  4.302
O  -12.535  3.534  5.248
C  -2.330  1.917  -3.366
C  -4.605  5.123  4.346
C  5.138  -1.345  -3.781
H  -2.383  1.536  -4.377
H  -7.919  -3.013  -3.748
O  0.424  5.882  0.458
H  -2.400  2.998  -3.425
H  2.983  -0.418  -0.990
H  5.645  -0.286  -6.303
H  5.633  -8.171  1.047
H  4.488  0.179  -1.663
O  9.353  -5.032  -0.858
H  4.929  -2.063  -4.560
H  6.177  -7.464  -0.480
H  5.406  2.245  -6.184
H  -7.716  -0.902  -3.390
H  -4.592  1.172  -4.356
H  -5.264  2.363  -3.277
H  4.393  -0.373  -0.009
H  6.414  -1.695  -2.088
O  -3.497  4.503  3.942
C  -10.429  4.352  2.566
H  -0.722  3.557  -2.066
C  -13.209  4.185  6.321
C  -3.508  1.418  -2.557
C  9.324  -4.256  -2.060
C  -6.334  5.637  6.790
C  6.270  -0.442  -4.232
H  7.146  -1.065  -4.381
C  6.496  -7.775  0.513
H  0.146  3.705  -4.316
H  -3.281  0.443  -2.140
C  -9.110  4.790  3.154
H  2.131  5.112  -1.348
H  9.006  -11.525  2.828
H  0.239  5.850  4.253
H  2.732  3.243  -5.587
C  0.559  7.383  2.771
H  7.770  -12.515  2.011
H  -8.573  3.933  3.560
H  10.350  -3.951  -2.244
H  7.390  -6.946  2.278
H  8.692  -3.379  -1.941
H  7.004  0.673  -5.859
C  -0.970  1.557  -2.755
C  8.146  -5.380  -0.404
C  6.031  0.343  -5.513
C  1.555  2.096  -4.235
H  2.179  3.726  -0.234
H  4.143  -9.950  5.560
H  4.715  -2.542  -0.570
H  -2.682  3.309  2.520
C  -11.855  4.363  4.437
C  2.649  4.670  -0.502
C  4.998  -10.621  5.520
C  4.387  -1.994  -1.444
H  -0.003  7.940  2.024
S  -6.429  -0.772  -5.419
H  -0.473  0.867  -3.423
C  3.680  1.369  -5.364
H  -1.142  1.013  -1.837
C  -7.038  -0.171  -3.802
C  1.477  6.035  1.025
C  5.874  -10.431  6.738
H  6.723  -11.112  6.720
H  -10.259  3.650  1.755
C  7.096  -6.621  1.282
H  1.006  8.099  3.459
H  -4.286  2.778  3.078
H  -7.111  6.224  7.282
H  3.687  4.490  -0.767
C  5.181  1.589  -5.351
H  -10.997  5.195  2.172
H  -7.196  -2.940  -6.047
C  -6.867  -3.136  -3.943
H  5.487  2.119  -4.455
H  -5.943  7.088  5.234
C  -6.495  -2.587  -5.304
H  -12.490  4.604  7.024
H  -6.613  -4.186  -3.911
C  -0.094  2.753  -2.425
H  -6.814  4.917  6.131
O  -4.302  5.837  5.438
C  0.770  3.220  -3.571
H  0.981  1.701  -5.061
H  8.395  -11.046  1.230
C  -5.408  6.548  6.015
O  8.310  -6.136  0.680
O  -11.242  3.633  3.524
H  -9.255  5.512  3.959
H  -8.490  5.248  2.386
C  2.891  2.542  -4.779
H  1.472  3.974  -3.238
C  6.559  -11.167  3.858
C  8.133  -11.504  2.178
H  7.230  -8.574  0.397
H  5.629  -3.124  -2.719
H  5.299  -10.621  7.644
H  -13.862  4.972  5.951
H  8.964  -4.859  -2.892
H  -3.624  2.103  -1.721
H  0.560  2.485  -1.600
O  -11.848  5.567  4.538
C  4.052  -0.567  -1.013
C  5.483  -2.080  -2.478
H  3.367  1.249  -6.392
H  1.723  1.313  -3.508
O  7.110  -10.681  2.744
H  4.268  -0.736  -3.593
H  -13.799  3.417  6.815
O  2.666  5.561  0.626
O  6.808  -12.235  4.358
H  -5.776  5.085  7.548
H  -1.124  6.965  4.047
C  -0.337  6.422  3.524
H  -5.331  -0.715  -2.231
H  -7.662  0.677  -4.056
O  7.096  -5.051  -0.894
H  -0.809  5.718  2.844
H  -4.139  4.171  1.982
H  -5.524  -2.974  -5.578
C  -4.827  1.371  -3.315
O  1.695  6.747  2.137
O  -5.690  5.065  3.830
H  -4.950  7.279  6.680
H  3.487  3.022  -4.013
H  -6.294  -2.633  -3.181
H  4.624  -11.641  5.449
H  6.488  0.259  -3.433
H  6.258  -9.411  6.773
H  -6.515  0.825  -1.780
B  -5.894  0.281  -2.715
H  3.398  0.463  -4.850
H  3.507  -2.510  -1.799
C  -3.677  3.638  2.806


3.
The following is a DFT calculation (ωB97M-V/def2-TZVPD) of a cluster of 5 separate species, C39H82F9N2O12S in total.

E ... -104602.885 eV
Maximum force ... 1.5 eV Å⁻¹
Net charge ... +1

Atoms and positions in Å:
C  -4.896  2.533  0.318
H  7.209  2.562  3.595
O  4.740  3.291  4.424
H  -0.394  3.043  4.220
H  -2.090  -5.173  -3.721
C  0.244  6.952  -1.387
H  1.599  2.081  2.647
H  -5.208  0.577  -0.643
H  4.153  6.129  -3.348
H  1.819  2.215  4.417
C  -2.301  -7.010  -8.727
O  -3.227  -8.852  -10.016
H  -2.910  -1.107  6.153
H  3.599  4.150  5.919
H  -0.330  -8.330  -7.252
H  4.966  8.436  -6.380
F  2.149  3.125  8.366
H  -1.325  -9.335  -8.339
H  -3.290  -7.307  -3.452
F  -1.387  0.753  6.588
C  -0.401  -0.110  6.973
H  -2.568  -2.436  -0.141
H  1.356  0.679  3.639
C  -2.162  2.040  2.284
H  -2.669  0.227  4.226
H  -0.824  6.845  -1.255
O  0.760  3.315  -1.343
H  -3.390  -6.903  -10.555
H  -2.477  2.902  1.695
C  4.171  3.237  5.721
H  4.281  5.119  -4.799
H  0.201  -5.401  -1.168
H  -0.721  1.318  4.311
C  1.245  1.759  3.622
H  5.877  4.625  3.395
C  5.732  6.706  -4.659
H  -2.589  -8.203  -1.323
S  1.205  1.863  8.379
C  -1.574  -2.413  -0.583
H  0.705  0.418  1.172
O  6.082  6.706  -6.031
H  -5.950  1.410  1.750
H  5.812  7.714  -4.240
H  4.928  3.107  6.497
H  -0.856  -2.772  0.145
H  -0.543  -1.353  4.439
C  -1.584  -1.640  4.519
H  -2.470  -5.951  -8.512
H  5.981  1.119  5.085
H  -2.436  -2.768  6.144
N  -2.283  0.693  0.159
F  1.775  1.466  9.804
C  0.102  2.474  -0.394
H  -1.611  -3.155  -1.377
C  0.060  4.443  -1.654
C  0.919  5.657  -1.854
H  -2.635  2.162  3.254
C  -4.003  -9.763  -9.256
H  2.192  5.632  -6.130
H  5.914  7.798  -7.737
H  0.463  7.748  -2.088
C  -1.332  -8.739  -7.424
F  -1.005  0.548  9.155
H  6.738  8.634  -6.407
H  -0.834  2.932  -0.077
O  -1.144  4.436  -1.779
F  0.624  -0.048  6.078
H  -4.438  -0.206  1.339
H  0.740  2.409  0.475
H  -2.118  -7.365  -4.776
H  -3.107  -9.577  -2.334
O  -1.725  -5.807  -1.822
H  -3.977  -9.528  -8.190
C  -2.249  -8.979  -2.012
C  -5.347  1.637  -0.846
C  7.175  3.279  4.421
H  -4.873  1.913  -1.782
H  -0.529  -5.980  -3.510
H  8.030  3.953  4.317
H  -5.042  -9.760  -9.603
C  4.345  6.146  -4.426
H  7.697  0.640  5.173
H  1.830  5.505  -1.282
C  -0.240  2.089  3.715
C  5.905  4.100  4.355
H  -4.383  -7.358  -9.163
C  -2.647  0.749  1.646
C  -1.584  -6.007  -3.225
H  2.356  7.284  -6.762
N  -4.067  0.615  1.791
H  -4.826  2.467  2.492
H  0.700  7.266  -0.454
H  5.897  4.852  5.149
H  -2.573  -1.358  1.723
H  6.456  6.068  -4.143
C  -4.930  1.779  1.659
O  -0.674  -0.653  2.179
C  -2.060  -0.552  2.266
F  0.092  2.733  9.113
H  -3.010  0.142  -0.292
H  0.493  -1.203  0.608
H  6.772  0.929  6.660
H  0.789  0.680  -1.287
H  3.491  2.387  5.747
C  6.917  1.256  5.632
H  -1.663  -2.633  4.081
H  3.713  6.154  -6.901
H  -0.157  -2.241  6.802
H  -0.700  1.312  -2.000
C  -2.221  -7.298  -3.688
C  -2.502  -0.721  3.725
H  -0.156  -7.127  -1.440
O  -1.577  -8.434  -3.134
H  -3.587  -10.757  -9.408
O  7.314  2.615  5.665
C  -2.060  -1.761  5.984
H  -1.333  -1.753  8.011
O  3.334  6.952  -5.011
F  2.343  1.044  7.663
C  -0.171  1.138  -1.066
F  0.604  2.346  6.988
H  -5.636  3.322  0.414
H  -0.857  -6.284  -0.046
C  2.884  6.471  -6.267
H  -1.596  -9.384  -6.587
H  -3.471  -1.210  3.694
C  -0.939  0.098  -0.224
H  1.239  5.713  -2.891
O  -2.290  -7.694  -7.483
C  -0.961  -1.544  7.013
H  -2.354  1.614  -0.280
F  0.823  -0.699  8.931
C  0.097  0.316  8.381
H  -0.291  -1.195  -1.749
H  -3.944  3.024  0.128
C  -0.568  -6.179  -1.091
H  -6.416  1.755  -0.987
C  -1.221  -1.071  -1.201
O  -0.763  2.099  2.393
C  5.910  7.966  -6.661
H  -1.547  -9.628  -1.489
H  -1.330  -7.102  -9.223
C  -0.051  -0.323  0.945
H  -1.956  -0.760  -1.943
C  -3.407  -7.499  -9.638


Q: The highest E belongs to which entry?
A: C39H80N2O10